DFT (ωB97M-V/def2-TZVPD) results for C45H51AsBr2N8O2PSV as an isolated structure in a non-equilibrium geometry.

Results
Relative energy (zero: lowest compared OMol25 entry of this formula, charge and spin) (eV): 0.606
E (eV): -310226.655
Maximum force (eV/Å): 3.27
HOMO energy (alpha / beta) (eV): -15.32 / -15.32

Structure (ORCA input):
```
! wB97M-V def2-TZVPD RIJCOSX def2/J DEFGRID3
* xyz 3 2
H -0.59715 -2.02155 -1.26235
H 4.66039 -3.42699 3.50904
C 3.01455 3.26299 1.06802
H -1.09287 4.40987 5.46710
C 4.58326 -0.05216 -2.42056
C -1.90968 5.39270 2.97759
H -1.84365 -2.47569 -6.59000
H -1.32832 -1.31838 5.45668
H -5.24000 1.59372 -2.77838
H -0.52186 -2.69038 6.22466
P 0.53171 -1.92270 1.60035
H 2.05455 -3.89369 2.96537
H 0.07069 -4.25868 -1.97318
H 3.15260 -0.34304 1.11463
H -2.71991 6.61424 1.43728
H -1.54499 3.21849 -3.26152
H 3.28226 3.46005 -4.35163
C -1.75713 -3.19729 4.47322
H -1.69605 -4.37334 -1.93808
H 1.30133 -4.75130 0.58830
C -2.31638 5.64539 1.69946
H -3.04286 1.73514 -1.63860
H 2.39967 1.35252 1.71283
C 0.35904 -2.09044 4.33265
H 3.20259 -3.82742 1.63000
C -0.68827 -5.17183 -0.15286
H 1.93265 -1.61151 -1.00166
N 2.24934 2.16756 1.15095
H 3.45727 -2.41597 4.32110
H 2.61479 -0.16220 2.82200
C -1.01516 3.71188 4.64151
Br -2.01675 6.75388 4.24808
H -1.93053 -3.31841 2.27572
C -0.48880 3.26337 -3.49394
O 0.28150 -0.48117 0.97477
C -0.55104 2.43986 4.84271
C 3.86386 -1.01008 -1.71231
H 0.51179 3.78591 -0.93676
N -4.53445 -0.94755 -1.26690
H 0.06454 -4.68899 1.85215
H 2.75468 5.09248 -0.13786
H -4.13136 0.76642 -3.88285
C -1.28859 3.15594 2.33552
C -0.11591 -1.66784 -3.79066
H -0.66886 5.10921 -4.57388
H -0.30324 -6.14616 -0.44600
C -1.68513 3.44389 1.02847
C 3.94243 1.05153 -2.97297
C 2.76819 -3.25438 2.44972
As -0.00950 0.66830 -2.09548
H 5.65392 -0.16900 -2.54974
C 2.56849 1.20430 -2.82672
H 1.74445 5.22693 -5.10867
H 0.69193 -2.04216 -3.17975
C 3.86313 -2.70384 3.34798
H -4.80712 -1.71778 -0.67981
V -0.59029 0.96867 0.34921
H -0.07832 0.54877 3.89527
C 0.27151 -4.46615 0.80275
H -5.02228 -1.34756 -3.28563
C -3.59677 -0.08695 -0.93261
C -5.21240 -0.58873 -2.53257
H -6.28371 -0.50397 -2.38462
N -0.25134 -2.18985 2.97085
N -3.47609 0.85439 -1.86676
O -1.44238 2.39334 0.17134
C -0.88019 -2.84962 -0.62808
C 1.86463 0.23506 -2.11861
H -2.77814 -3.20885 4.84923
H -1.66382 -5.32194 0.31513
C 2.41147 4.11881 0.17387
C -0.83091 -2.27341 5.26867
H -0.26349 2.10518 5.82988
C -0.53132 -2.40013 -4.89525
H 4.94702 -1.76431 1.73156
C 1.36039 4.39522 -4.53007
C -0.81070 -4.19637 -1.32798
H -1.89163 -2.67111 -0.26519
C 2.49240 -0.86496 -1.55152
H -2.14023 1.03509 -4.16811
C -2.21538 4.64418 0.70747
H -1.37339 -4.22089 4.48893
H -2.33937 -1.75164 2.98602
C -0.44928 1.55830 3.75497
H 0.88117 -1.14427 4.48153
N 2.11635 -2.01809 1.90760
C 2.22927 3.39870 -4.09883
Br -2.81833 4.97319 -1.03661
N 1.16948 2.24595 0.34922
C -1.70786 0.05910 -4.34592
C 3.01826 -0.85404 2.06558
C 1.74968 2.32874 -3.35529
C -4.55100 0.76004 -2.88186
C 0.38667 2.28065 -3.06678
H -0.05496 -3.34749 -5.12162
N -0.79566 1.89120 2.52726
N 0.07635 -3.00964 0.49658
C -1.40424 4.11223 3.34502
H 4.52122 1.78789 -3.51945
H 4.37275 -1.87294 -1.29683
C 4.32229 -1.46690 2.57566
H 4.88563 -0.76433 3.18528
C -2.12120 -0.67821 -5.44630
H 1.08102 -2.88918 4.48315
C 0.00373 4.33084 -4.23119
C 1.26305 3.44921 -0.24056
S -2.69615 -0.20859 0.52425
H -2.88688 -0.28131 -6.10382
H 3.92402 3.35755 1.64289
C -0.70898 -0.44291 -3.52052
C -1.53387 -1.90974 -5.72009
C -1.67780 -2.61287 3.06880
*
```

Löwdin atomic charge list, values in e, 8 entries: atom 1 (H): 0.05, atom 2 (H): 0.13, atom 3 (C): -0.03, atom 4 (H): 0.11, atom 5 (C): -0.03, atom 6 (C): -0.60, atom 7 (H): 0.12, atom 8 (H): 0.11